(1)
C2H4FNO | ωB97M-V/def2-TZVPD

Computed properties:
Relative energy (zero: lowest compared OMol25 entry of this formula, charge and spin) = 5.042 eV
E_tot = -8389.2055 eV
E_HOMO = -9.37 eV
SMILES = [O-][N+]1=CC1.F
Maximum force = 3.6 eV/A

Geometry as XYZ:
```
9
Properties=species:S:1:pos:R:3:forces:R:3:lowdin_charge:R:1
C -1.931 0.529 -0.065 -0.06 0.06 -0.61 -0.012
C -0.630 0.378 0.587 2.45 0.55 2.62 -0.028
N -0.989 -0.659 0.015 -2.09 -0.57 -0.97 -0.264
O -0.984 -1.846 -0.295 0.57 -0.46 0.20 -0.014
F 2.983 -1.390 0.123 -1.26 -1.06 0.78 -0.113
H -2.834 0.561 0.530 -0.17 -0.42 0.00 0.093
H -1.988 0.936 -1.063 -0.02 0.43 -0.02 0.090
H 0.041 0.525 1.470 -0.61 0.44 -1.19 0.141
H 2.322 -1.972 0.503 1.18 1.04 -0.81 0.108
```
Positions in Å, forces in eV/Å.

(2)
C2H4FNO | ωB97M-V/def2-TZVPD

Computed properties:
Relative energy (zero: lowest compared OMol25 entry of this formula, charge and spin) = 6.272 eV
E_tot = -8387.9756 eV
E_HOMO (spin up / spin down) = -9.03 / -9.02 eV
Maximum force = 4.4 eV/A

Geometry as XYZ:
```
9
Properties=species:S:1:pos:R:3:forces:R:3:lowdin_charge:R:1
C 1.679 -0.506 -0.036 1.91 -3.65 1.51 -0.357
C -0.697 0.551 -0.077 2.38 0.76 3.57 0.033
N 0.364 -0.484 0.042 -0.93 0.77 -0.84 -0.121
O 2.595 0.226 0.125 -1.02 0.43 -0.62 0.069
F -0.290 -1.678 -0.165 0.43 -0.28 0.07 -0.038
H 2.117 -2.433 0.243 -0.89 2.97 -0.70 0.153
H -1.046 0.641 0.985 -0.38 0.10 -1.23 0.116
H -0.389 1.531 -0.412 0.78 0.02 -0.06 0.096
H -1.369 0.188 -0.742 -2.28 -1.12 -1.71 0.049
```
Positions in Å, forces in eV/Å.

(3)
C2H4FNO | ωB97M-V/def2-TZVPD

Computed properties:
Relative energy (zero: lowest compared OMol25 entry of this formula, charge and spin) = 3.257 eV
E_tot = -8390.9905 eV
E_HOMO = -10.22 eV
SMILES = CN(F)C=O
Maximum force = 4.3 eV/A

Geometry as XYZ:
```
9
Properties=species:S:1:pos:R:3:forces:R:3:lowdin_charge:R:1
C -1.403 0.317 -0.240 -0.70 1.60 1.70 -0.367
C 0.972 -0.540 0.042 0.01 -2.20 2.27 -0.018
N -0.139 0.414 0.131 3.84 -1.84 -0.17 -0.108
O -2.001 -0.669 -0.556 -0.20 -0.63 -0.65 0.065
F 0.344 1.702 0.359 -0.46 -0.36 -0.04 -0.007
H -1.736 1.302 0.120 -1.56 0.29 -0.92 0.145
H 1.094 -1.270 1.019 -0.59 2.11 -2.20 0.145
H 0.976 -1.236 -0.798 -0.90 0.27 -0.18 0.082
H 1.893 -0.020 -0.076 0.55 0.76 0.20 0.063
```
Positions in Å, forces in eV/Å.

(4)
C2H4FNO2 | ωB97M-V/def2-TZVPD

Computed properties:
Relative energy (zero: lowest compared OMol25 entry of this formula, charge and spin) = 3.773 eV
E_tot = -10437.7655 eV
E_HOMO = -10.52 eV
Maximum force = 6.3 eV/A

Geometry as XYZ:
```
10
Properties=species:S:1:pos:R:3:forces:R:3:lowdin_charge:R:1
C 0.644 -0.299 0.607 1.25 0.40 1.91 -0.459
C -0.456 0.700 0.623 -4.17 2.41 3.70 -0.178
H -1.063 -0.467 -1.725 5.52 1.53 -0.19 0.259
H 1.317 -1.564 -0.839 0.57 -0.40 -0.20 0.133
H -1.550 0.295 0.458 2.25 -0.06 0.16 0.151
H -0.535 1.162 1.703 0.46 -1.22 -1.81 0.156
N 0.538 -1.016 -0.542 0.20 0.72 -1.83 0.030
O 0.122 -0.165 -1.700 -5.14 -3.33 1.66 -0.113
O 1.395 -0.463 1.590 -1.73 -0.23 -2.83 0.069
F -0.412 1.816 -0.174 0.79 0.20 -0.57 -0.048
```
Positions in Å, forces in eV/Å.

What is the relative energy (zero: lowest compared OMol25 entry of this formula, charge and spin) in the first record? 5.042 eV

Look up the E_tot of the second one. -8387.9756 eV

Which value of maximum force does entry 2 give? 4.4 eV/A